No. 1
C16H10F2N2O2S in the gas phase, computed with the ωB97M-V functional and the def2-TZVPD basis.

```
33
Properties=species:S:1:pos:R:3:forces:R:3:mulliken_charge:R:1
C -1.886 -3.989 -0.723 0.05 -0.10 -0.08 -1.354
C -0.997 -2.875 -0.315 0.00 0.64 0.32 0.946
S 0.712 -2.864 -0.574 -0.36 0.54 0.29 -0.231
C 0.785 -1.288 0.166 -0.70 -1.02 -0.40 0.019
C 2.032 -0.570 0.263 0.71 0.77 0.22 0.734
C 2.073 0.725 0.787 0.02 -0.29 -0.12 -0.443
C 3.293 1.372 0.832 0.07 -0.11 -0.06 -0.462
C 4.421 0.713 0.362 -0.11 0.00 0.02 -0.467
C 4.271 -0.574 -0.136 0.35 0.24 0.04 -0.255
N 3.114 -1.201 -0.189 -0.42 -0.33 -0.06 -0.464
N -0.360 -0.837 0.571 0.33 0.18 0.51 -0.252
C -1.356 -1.702 0.302 0.81 -0.99 -0.58 -0.174
O -2.644 -1.435 0.658 -0.21 -0.39 0.11 -0.384
C -3.106 -0.172 0.770 -0.30 0.64 0.02 0.178
O -4.170 0.022 1.287 0.31 -0.12 -0.04 -0.568
C -2.256 0.936 0.234 -0.25 0.21 -0.38 0.178
C -1.986 2.033 1.045 -0.08 -0.21 -0.30 -0.495
C -1.206 3.079 0.588 0.15 0.13 -0.10 -0.784
C -0.714 3.029 -0.704 -0.15 -0.23 0.13 0.490
F 0.056 4.034 -1.152 -0.05 -0.04 0.00 -0.346
C -0.991 1.975 -1.557 0.00 -0.01 0.04 -0.611
C -1.765 0.941 -1.069 -0.11 0.37 0.28 1.003
F -2.046 -0.086 -1.891 0.02 0.06 0.11 -0.377
H -2.904 -3.768 -0.411 -0.05 -0.06 -0.02 0.348
H -1.565 -4.924 -0.267 -0.09 -0.09 0.01 0.335
H -1.864 -4.116 -1.805 -0.10 -0.06 -0.05 0.318
H 1.161 1.183 1.136 -0.10 0.07 0.03 0.480
H 3.366 2.375 1.226 0.00 0.07 0.03 0.435
H 5.390 1.185 0.381 0.09 0.02 -0.01 0.380
H 5.118 -1.132 -0.514 0.13 0.04 -0.01 0.412
H -2.385 2.045 2.047 -0.04 0.00 0.09 0.458
H -0.979 3.925 1.216 0.03 0.09 0.04 0.456
H -0.614 1.957 -2.566 0.03 0.00 -0.10 0.497
```
Forces are in eV/Å.

Output
E_LUMO: -0.2019 eV
HOMO-LUMO gap: 8.230 eV
2S+1: 1

No. 2
A molecular structure, C16H10F6N3O6ReS2, computed with the ωB97M-V functional and the def2-TZVPD basis.

```
44
Properties=species:S:1:pos:R:3:forces:R:3:mulliken_spin:R:1
Re -0.181 -0.723 0.522 1.06 -0.53 -1.52 1.526
O 2.096 -2.695 0.027 0.00 0.05 -0.15 -0.006
C 2.505 -1.936 -0.796 -0.04 -0.36 0.05 0.017
C 3.763 -2.088 -1.510 0.07 0.07 -0.06 -0.076
C 4.422 -1.212 -2.280 -0.08 -0.09 0.05 0.031
C 4.065 0.137 -2.659 -0.13 0.12 0.00 -0.126
C 2.910 0.784 -2.424 0.21 -0.15 0.00 0.091
C 1.745 0.339 -1.724 -0.05 0.21 -0.12 -0.129
C 0.621 1.092 -1.644 0.24 -0.14 -0.10 0.100
N -0.417 0.546 -0.937 -0.56 0.08 0.39 -0.312
N -1.654 0.957 -1.290 -0.04 -0.04 -0.09 -0.024
C -2.528 0.227 -0.646 -0.08 -0.08 0.32 -0.070
O -2.076 -0.724 0.179 -0.21 0.15 -0.08 -0.004
C -3.961 0.390 -0.803 -0.03 0.05 -0.01 0.010
C -4.464 1.514 -1.467 0.02 -0.04 -0.02 -0.029
C -5.829 1.662 -1.617 -0.01 -0.02 0.00 0.013
C -6.692 0.692 -1.116 0.00 0.02 -0.01 -0.029
C -6.193 -0.425 -0.458 -0.02 0.00 0.00 0.010
C -4.829 -0.578 -0.295 0.01 0.03 0.05 -0.017
H 4.198 -3.057 -1.308 0.03 0.02 0.01 -0.002
H 5.372 -1.556 -2.672 0.01 -0.01 0.02 0.001
H 4.822 0.679 -3.209 -0.02 0.00 -0.02 -0.005
H 2.807 1.794 -2.800 0.00 0.00 -0.01 0.001
H 0.474 2.022 -2.171 0.01 0.00 0.00 -0.011
H -3.782 2.257 -1.855 0.00 0.00 0.01 -0.001
H -6.226 2.531 -2.123 0.00 0.00 0.00 0.000
H -7.760 0.810 -1.238 0.00 0.00 0.00 -0.001
H -6.871 -1.173 -0.071 0.01 0.00 0.00 0.000
H -4.431 -1.440 0.223 0.01 0.00 -0.01 -0.004
F 2.838 3.303 1.384 -0.02 -0.04 0.00 0.001
C 2.100 2.367 1.984 0.04 0.07 -0.02 0.002
F 2.118 2.554 3.281 -0.04 -0.03 0.03 0.001
F 0.849 2.450 1.519 0.06 -0.04 0.00 0.002
S 2.890 0.712 1.502 -0.28 0.04 -0.21 0.009
O 1.599 -0.881 -1.079 -0.35 0.18 0.75 -0.023
O 3.761 0.364 2.611 0.18 -0.04 0.18 -0.003
N 1.520 -0.280 1.621 0.15 0.27 0.52 0.009
S 0.944 -0.808 3.037 0.06 0.14 -0.01 0.030
O 0.636 0.173 4.007 -0.01 -0.08 0.18 -0.004
O -0.172 -1.622 2.443 -0.25 0.23 0.00 0.018
C 2.081 -2.074 3.831 0.03 -0.02 -0.10 0.003
F 1.290 -2.948 4.425 -0.01 -0.02 0.02 0.001
F 2.795 -2.662 2.892 0.01 0.00 0.01 0.000
F 2.846 -1.474 4.706 0.00 -0.01 -0.03 0.001
```
Forces are in eV/Å.

Output
E_LUMO (spin up / spin down): -5.7384 / -4.8312 eV
HOMO-LUMO gap (spin up / spin down): 6.305 / 6.888 eV
Net charge: +1
2S+1: 2
Energy relative to the best compared isomer or geometry (same formula, charge and spin): 286.2 kJ/mol

No. 3
A molecular structure, C16H10N5OPdS2, computed with the ωB97M-V functional and the def2-TZVPD basis.

```
35
Properties=species:S:1:pos:R:3:forces:R:3:mulliken_charge:R:1
Pd 0.038 -0.497 -0.286 0.02 -0.04 0.00 0.725
O 3.843 0.581 -1.268 0.01 0.00 0.01 -0.800
C 2.651 0.272 -1.190 -0.03 0.03 -0.03 -0.202
N 1.899 0.154 -0.109 0.01 -0.05 0.01 -0.398
C 2.410 0.352 1.218 -0.01 0.02 0.02 -0.500
C 1.319 0.048 2.219 0.02 -0.01 0.01 0.313
C 1.506 0.270 3.576 -0.01 0.00 -0.01 -0.798
C 0.479 -0.004 4.460 0.01 0.00 0.00 -0.218
C -0.718 -0.501 3.971 -0.01 0.00 0.00 -0.944
C -0.843 -0.707 2.612 -0.01 0.00 -0.05 -0.107
N 0.152 -0.440 1.761 0.01 0.03 -0.03 0.080
C 1.833 -0.009 -2.441 0.02 -0.01 0.02 0.718
C 2.366 0.183 -3.700 -0.02 -0.01 0.00 -0.545
C 1.564 -0.048 -4.806 0.03 0.01 -0.02 -0.179
C 0.255 -0.460 -4.618 -0.03 -0.02 0.02 -0.789
C -0.215 -0.637 -3.327 0.03 0.01 -0.03 -0.109
N 0.564 -0.424 -2.269 -0.02 0.02 0.03 -0.067
H 2.750 1.383 1.371 0.01 0.00 -0.01 0.361
H 3.276 -0.291 1.421 0.00 0.00 -0.01 0.364
H 2.452 0.668 3.919 0.00 0.00 0.01 0.399
H 0.610 0.174 5.520 0.00 0.00 0.00 0.392
H -1.554 -0.720 4.621 0.00 0.00 0.01 0.404
H -1.749 -1.088 2.161 0.00 0.00 0.02 0.433
H 3.393 0.515 -3.768 0.00 0.00 0.00 0.447
H 1.954 0.100 -5.805 0.00 0.00 0.00 0.404
H -0.407 -0.641 -5.452 0.01 0.00 0.00 0.383
H -1.228 -0.945 -3.104 0.00 0.00 0.01 0.396
S -2.039 -1.524 -0.521 -0.01 -0.03 0.02 -0.277
C -3.187 -0.363 0.144 0.00 0.02 0.02 0.108
C -4.395 -0.959 0.624 -0.02 0.01 -0.02 0.042
N -5.351 -1.484 1.000 0.01 0.00 0.02 -0.570
C -3.003 0.991 0.232 0.10 -0.01 -0.05 0.500
S -1.627 1.897 -0.260 -0.07 0.01 0.03 -0.339
C -4.078 1.759 0.815 -0.04 0.01 0.00 -0.101
N -4.918 2.397 1.278 0.01 0.00 0.01 -0.526
```
Forces are in eV/Å.

Output
E_LUMO: 2.4310 eV
HOMO-LUMO gap: 6.138 eV
Net charge: -1
2S+1: 1
Energy relative to the best compared isomer or geometry (same formula, charge and spin): 0.0 kJ/mol

No. 4
A molecular structure, C16H11BrCl2N3OSe3TeTi, computed with the ωB97M-V functional and the def2-TZVPD basis.

```
39
Properties=species:S:1:pos:R:3:forces:R:3:mulliken_spin:R:1
Ti 2.880 -0.856 2.445 0.61 -0.31 -0.58 0.990
Se 3.606 -0.454 4.732 -0.06 0.96 0.97 -0.026
Se 4.384 -2.383 3.779 0.84 -1.23 0.14 -0.019
Te 6.231 -1.737 2.155 -0.23 0.07 -0.08 0.053
Se 4.498 -0.800 0.549 0.50 0.11 -0.14 -0.012
Br -0.867 -1.263 -4.952 -0.10 0.33 0.42 0.000
C -1.713 -0.394 -3.484 -0.41 1.10 1.20 0.000
C -2.877 -0.907 -2.942 0.01 -0.79 -0.58 0.000
C -3.549 -0.310 -1.859 1.85 -0.05 -1.39 0.000
C -2.979 0.774 -1.234 0.39 1.34 0.00 0.000
C -1.818 1.346 -1.746 0.88 -1.58 -1.75 -0.001
C -1.209 0.766 -2.884 0.59 0.17 -0.36 0.001
N -3.575 1.582 -0.162 -0.87 -0.93 -1.59 0.000
N -3.042 1.581 0.927 0.61 0.19 1.72 0.000
C -1.935 0.709 1.202 0.53 -0.64 -0.07 0.003
C -2.060 -0.673 1.176 -0.96 1.59 -0.28 -0.006
C -1.000 -1.536 1.404 1.23 -1.05 0.11 -0.001
C 0.236 -1.006 1.687 0.17 -0.52 -0.45 -0.055
O 1.380 -1.705 1.848 -1.91 -0.64 -0.05 -0.008
C 0.404 0.389 1.665 -0.59 0.14 0.96 0.011
N 1.684 0.752 1.905 -0.23 1.55 -0.15 -0.011
C 1.991 2.033 1.901 -1.51 0.42 -0.51 0.056
C 1.005 3.030 1.693 -1.76 0.60 -0.70 -0.014
C -0.348 2.659 1.463 1.76 -0.36 0.24 0.033
C -0.676 1.293 1.487 0.78 -0.76 -0.12 -0.002
H -3.173 -1.833 -3.450 -0.67 0.36 0.66 0.000
H -4.430 -0.753 -1.556 -1.78 -0.69 0.84 0.000
H -1.279 2.131 -1.257 -0.16 0.54 0.16 -0.001
H -0.290 1.164 -3.342 -0.46 0.11 0.63 0.000
H -3.059 -0.984 0.916 -0.02 -0.65 0.03 0.000
H -1.014 -2.626 1.262 -0.52 0.53 0.24 0.001
H 3.022 2.261 1.964 0.91 0.40 0.31 0.000
H 1.243 4.114 1.609 0.13 -1.11 0.25 0.000
H -1.173 3.295 1.190 0.25 0.78 0.23 0.002
Cl 3.220 -1.695 -2.952 1.22 0.28 -0.73 0.000
C 1.851 -2.097 -2.003 -0.81 -0.35 0.54 0.000
Cl 1.202 -0.646 -1.175 0.19 -0.16 -0.12 0.003
H 2.163 -2.848 -1.232 -0.68 0.68 -0.77 0.000
H 1.066 -2.368 -2.727 0.27 -0.41 0.77 0.000
```
Forces are in eV/Å.

Output
E_LUMO (spin up / spin down): -1.1011 / -1.1396 eV
HOMO-LUMO gap (spin up / spin down): 6.208 / 6.504 eV
2S+1: 2
Energy relative to the best compared isomer or geometry (same formula, charge and spin): 67.5 kJ/mol

No. 5
C16H11BrClN3O3S in the gas phase, computed with the ωB97M-V functional and the def2-TZVPD basis.

```
36
Properties=species:S:1:pos:R:3:forces:R:3:mulliken_charge:R:1
O 5.181 3.087 -1.078 0.07 -0.12 0.16 -0.670
C 4.515 2.185 -0.608 -0.38 0.03 -0.26 -0.063
N 3.262 1.936 -1.128 -0.06 0.92 -0.91 -0.228
N 2.454 0.976 -0.703 -0.71 -0.77 0.29 0.064
C 1.308 0.800 -1.233 0.45 0.74 -0.43 -0.479
C 0.470 -0.247 -0.746 -0.91 -0.76 0.18 0.548
S 0.986 -1.292 0.569 -0.15 0.02 -0.10 -0.163
C -0.542 -2.203 0.502 0.59 0.27 0.01 0.621
O -0.844 -3.125 1.212 -0.13 -0.34 0.31 -0.584
N -1.320 -1.676 -0.499 -0.34 -0.14 -0.23 0.131
C -2.651 -2.193 -0.758 -0.26 -0.17 0.00 -1.436
C -3.712 -1.198 -0.366 -0.13 0.00 0.01 0.531
C -4.721 -0.845 -1.251 0.08 -0.10 0.20 -0.333
C -5.686 0.078 -0.888 -0.11 0.10 0.08 -0.505
C -5.629 0.652 0.370 -0.14 0.12 0.02 0.072
Br -6.947 1.931 0.874 0.15 -0.15 -0.06 -0.193
C -4.632 0.313 1.269 -0.11 0.09 0.02 -0.648
C -3.678 -0.615 0.896 -0.04 -0.08 -0.17 -0.131
C -0.768 -0.610 -1.165 0.98 0.50 0.16 0.141
Cl -1.657 0.140 -2.417 0.11 0.04 -0.11 -0.157
C 4.974 1.343 0.489 1.26 0.31 0.46 0.474
C 6.185 1.419 1.145 -0.79 0.11 -0.59 -0.336
C 6.165 0.407 2.121 -0.46 -0.35 0.07 -0.652
C 4.951 -0.210 1.990 0.83 0.01 0.49 -0.274
O 4.234 0.345 1.016 -0.28 -0.19 0.03 -0.158
H 2.981 2.554 -1.896 0.17 -0.18 0.28 0.263
H 0.922 1.412 -2.055 0.10 0.02 0.05 0.298
H -2.737 -2.452 -1.817 -0.02 -0.03 0.13 0.423
H -2.741 -3.104 -0.156 0.08 0.12 -0.17 0.365
H -4.758 -1.291 -2.234 0.03 -0.04 -0.13 0.368
H -6.470 0.352 -1.576 -0.06 0.03 -0.04 0.422
H -4.604 0.766 2.248 -0.01 0.04 0.07 0.422
H -2.902 -0.892 1.594 0.11 -0.02 0.09 0.395
H 6.967 2.119 0.935 0.12 0.18 -0.10 0.541
H 6.938 0.168 2.821 0.11 -0.10 0.17 0.466
H 4.506 -1.029 2.521 -0.15 -0.09 0.00 0.465
```
Forces are in eV/Å.

Output
E_LUMO: -0.0442 eV
HOMO-LUMO gap: 8.137 eV
2S+1: 1

No. 6
C16H11BrN2O3 in the gas phase, computed with the ωB97M-V functional and the def2-TZVPD basis.

```
33
Properties=species:S:1:pos:R:3:forces:R:3:mulliken_charge:R:1
N 1.323 -4.111 -4.305 -0.59 1.68 1.75 -0.508
C 1.111 -3.335 -3.455 0.76 -1.87 -1.72 -0.005
C 0.920 -2.402 -2.400 -1.07 2.23 1.45 0.366
C -0.106 -1.477 -2.412 0.33 -0.12 0.32 -0.652
C -0.258 -0.502 -1.329 1.12 -1.63 1.17 0.446
C -1.235 0.585 -1.370 -0.40 0.68 -2.09 0.407
O -1.397 1.027 -2.529 -0.39 0.25 1.50 -0.751
C -1.934 1.187 -0.188 0.25 -1.97 1.05 0.538
C -2.210 0.410 0.993 -0.12 0.40 0.09 -0.242
C -2.809 1.002 2.110 0.45 -1.05 -0.86 -0.367
Br -3.160 -0.120 3.651 0.12 0.71 -0.67 -0.193
C -3.137 2.349 2.058 -0.09 -0.42 0.81 -0.246
C -2.903 3.078 0.930 0.09 0.43 -0.11 -0.729
C -2.337 2.518 -0.200 0.54 0.04 -0.94 0.249
O -2.114 3.288 -1.280 0.10 -0.06 0.08 -0.624
C 0.650 -0.528 -0.291 0.68 -0.65 -0.78 -0.348
N 1.720 -1.426 -0.234 -1.38 1.54 -0.35 0.057
C 2.748 -1.245 0.796 0.64 0.72 1.13 -0.338
C 3.312 0.141 1.208 -0.06 -0.35 0.00 -0.488
C 2.454 -0.643 2.186 -0.10 0.16 -1.62 -0.619
C 1.910 -2.360 -1.284 1.20 -1.44 -0.37 0.313
O 2.862 -3.131 -1.283 -0.67 0.88 0.38 -0.649
H -0.825 -1.483 -3.237 0.25 0.16 0.34 0.478
H -2.013 -0.665 1.075 0.19 0.49 -0.43 0.530
H -3.553 2.821 2.930 -0.16 0.16 0.16 0.429
H -3.098 4.127 0.928 -0.25 0.51 -0.10 0.436
H -1.711 2.714 -1.975 -0.45 0.23 0.09 0.360
H 0.623 0.277 0.448 0.04 -0.54 0.03 0.613
H 3.483 -2.052 0.806 -0.52 0.22 -0.29 0.541
H 2.868 1.058 0.758 0.41 -0.88 0.36 0.223
H 4.380 0.217 1.505 -0.82 -0.07 -0.74 0.264
H 1.484 -0.200 2.379 -0.05 -0.34 0.12 0.212
H 2.953 -1.115 3.012 -0.07 -0.10 0.24 0.295
```
Forces are in eV/Å.

Output
E_LUMO: -0.8165 eV
HOMO-LUMO gap: 8.357 eV
2S+1: 1

No. 7
A molecular structure, C16H11BrN2O3Pd, computed with the ωB97M-V functional and the def2-TZVPD basis.

```
34
Properties=species:S:1:pos:R:3:forces:R:3:mulliken_spin:R:1
Pd -1.122 0.827 0.438 0.67 0.04 -0.60 0.000
Br 5.401 4.028 -1.834 -0.35 -1.55 -0.31 0.000
C 3.653 3.140 -1.470 0.23 5.31 0.29 0.000
C 2.831 4.255 -0.978 0.33 -2.69 -0.70 0.000
C 1.596 3.926 -0.539 1.07 1.10 0.90 0.000
C 1.103 2.576 -0.417 1.37 0.15 -2.34 0.000
O -0.094 2.547 -0.060 -1.41 -1.28 1.19 0.000
C 1.981 1.520 -0.967 -0.10 -1.81 0.84 0.000
C 1.763 0.099 -0.755 -5.86 2.52 1.35 0.000
N 0.552 -0.369 -0.250 3.38 2.45 -0.16 0.000
C 0.321 -1.709 -0.100 -2.13 -0.47 -1.25 0.000
C 1.112 -2.756 -0.545 -1.74 0.90 1.31 0.000
C 0.573 -4.054 -0.640 0.56 1.27 0.42 0.000
C -0.708 -4.324 -0.292 0.29 -1.87 -0.41 0.000
C -1.538 -3.337 0.255 -0.51 0.54 0.31 0.000
C -2.755 -3.707 0.864 -0.01 -0.29 0.12 0.000
C -3.557 -2.715 1.460 2.31 -0.03 -1.84 0.000
C -3.059 -1.378 1.299 -0.78 -1.81 0.47 0.000
N -1.870 -1.089 0.755 -4.06 5.18 2.27 0.000
C -1.121 -1.968 0.281 5.20 -5.83 -1.87 0.000
C 3.243 1.904 -1.575 2.49 -1.90 0.52 0.000
H 3.362 5.184 -1.045 -0.80 0.67 0.42 0.000
H 1.018 4.688 -0.040 -0.48 0.03 -0.24 0.000
H 2.382 -0.623 -1.123 2.11 -1.49 -0.95 0.000
H 2.144 -2.600 -0.733 0.69 0.08 -0.34 0.000
H 1.369 -4.691 -0.914 -0.09 -1.67 -0.53 0.000
H -1.106 -5.356 -0.382 0.33 0.75 0.18 0.000
H -2.906 -4.830 0.844 -0.50 1.60 0.31 0.000
H -4.495 -2.977 1.901 -0.31 0.31 0.34 0.000
H -3.677 -0.593 1.682 0.16 0.62 -0.04 0.000
H 4.207 1.321 -1.851 -2.48 -0.39 0.30 0.000
H -2.387 1.663 0.829 0.41 -0.44 0.03 0.000
O -4.323 5.589 2.418 -0.89 -0.46 -2.19 1.002
O -3.891 5.811 3.484 0.89 0.45 2.19 0.998
```
Forces are in eV/Å.

Output
E_LUMO: -1.0906 eV
HOMO-LUMO gap: 6.424 eV
2S+1: 3

| no. | strongest force on any atom (eV/Å) |
| --- | --- |
| 1 | 1.4 |
| 2 | 1.9 |
| 3 | 0.1 |
| 4 | 2.5 |
| 5 | 1.4 |
| 6 | 2.9 |
| 7 | 8.0 |